(1)
An isolated molecule of C3H10N2O in a non-equilibrium geometry. Source: OMol25; level of theory: ωB97M-V with the def2-TZVPD basis set.

Results
Multiplicity = 1
ΔE to the lowest compared entry with this formula, charge and spin = 203.93 kJ/mol
Gap between HOMO and LUMO = 9.6705 eV
Calculated total energy = -8299.3905 eV
Total charge = 0
SMILES = NCCNCO

Each line ends with the Löwdin charge.
Cartesian coordinates (Å):
O 1.878 1.434 1.119  -0.12
N -1.829 -1.634 0.305  0.00
N 0.666 0.984 -0.854  -0.06
C 1.842 0.623 -0.132  -0.25
C -1.306 -0.306 0.193  -0.30
C -0.315 -0.148 -0.957  -0.23
H 1.950 0.958 1.965  0.07
H 0.163 1.772 -0.474  0.10
H 0.309 -1.031 -1.060  0.09
H 2.717 1.127 -0.569  0.11
H -0.695 -0.141 -1.992  0.11
H -0.856 0.214 1.061  0.11
H -1.596 -2.111 1.153  0.06
H -2.110 0.438 -0.001  0.11
H 1.980 -0.412 0.160  0.12
H -2.799 -1.766 0.082  0.06

(2)
An isolated molecule of C3H10N2O. Source: OMol25; level of theory: ωB97M-V with the def2-TZVPD basis set.

Results
Multiplicity = 1
ΔE to the lowest compared entry with this formula, charge and spin = 498.75 kJ/mol
Gap between HOMO and LUMO = 7.4690 eV
Calculated total energy = -8296.3349 eV
Total charge = 0

Each line ends with the Löwdin charge.
Cartesian coordinates (Å):
O 0.999 -2.067 -0.498  -0.12
N 1.161 0.744 -0.505  0.09
N -0.440 -1.904 -0.326  -0.08
C -0.382 0.672 -0.164  -0.42
C -0.704 -0.687 0.450  -0.21
C -0.469 1.817 0.802  -0.16
H 1.167 1.500 0.371  0.13
H 1.659 -0.150 -0.457  0.09
H -0.772 -1.777 -1.279  0.11
H -0.902 0.781 -1.123  0.12
H 1.342 1.198 -1.399  0.12
H -1.777 -0.700 0.660  0.12
H -0.942 1.562 1.751  0.00
H 1.167 -2.915 -0.074  0.09
H -0.192 -0.792 1.408  0.12
H -0.915 2.719 0.385  0.00

(3)
A cluster of 2 separate species, C3H10N2O in total in a non-equilibrium geometry. Source: OMol25; level of theory: ωB97M-V with the def2-TZVPD basis set.

Results
Multiplicity = 1
ΔE to the lowest compared entry with this formula, charge and spin = 198.44 kJ/mol
Gap between HOMO and LUMO = 8.9670 eV
Calculated total energy = -8299.4474 eV
Total charge = 0
SMILES = C=CN.NCO

Each line ends with the Löwdin charge.
Cartesian coordinates (Å):
O -1.529 -0.935 1.357  -0.08
N 1.300 0.854 1.252  0.03
N -1.485 -1.587 -0.951  0.03
C 1.671 1.748 -0.970  -0.03
C 2.070 1.039 0.097  -0.30
C -1.581 -0.528 -0.029  -0.35
H 0.643 2.067 -0.865  0.04
H 1.471 -0.031 1.714  0.08
H -1.567 -1.895 1.296  0.07
H 2.927 0.377 0.123  0.10
H -2.575 -0.063 -0.153  0.12
H -0.917 0.326 -0.135  0.07
H 0.319 1.048 1.228  0.05
H -0.801 -2.299 -0.746  0.08
H -2.290 -1.968 -1.424  0.08
H 2.344 1.847 -1.798  0.03

(4)
A cluster of 2 separate species, C3H10N2O in total in a non-equilibrium geometry. Source: OMol25; level of theory: ωB97M-V with the def2-TZVPD basis set.

Results
Multiplicity = 1
ΔE to the lowest compared entry with this formula, charge and spin = 223.29 kJ/mol
Gap between HOMO and LUMO = 9.0623 eV
Calculated total energy = -8299.1898 eV
Total charge = 0
SMILES = C=CO.NCN

Each line ends with the Löwdin charge.
Cartesian coordinates (Å):
O 0.476 -0.261 1.997  -0.07
N 0.901 -0.282 -1.761  0.00
N -0.894 -1.391 -0.438  0.00
C 0.203 1.116 2.044  -0.23
C -0.459 -0.824 -1.693  -0.37
C -0.319 1.696 0.991  0.02
H 0.374 1.415 3.060  0.10
H 1.337 -0.460 2.404  0.10
H -0.504 1.281 0.020  0.03
H -0.605 -2.334 -0.237  0.06
H -0.680 -1.580 -2.450  0.10
H 1.113 0.653 -1.482  0.04
H -1.094 0.020 -1.944  0.09
H -0.788 -0.805 0.381  0.02
H 1.618 -0.974 -1.859  0.05
H -0.680 2.728 0.968  0.07

(5)
A cluster of 2 separate species, C3H10N2O in total in a non-equilibrium geometry. Source: OMol25; level of theory: ωB97M-V with the def2-TZVPD basis set.

Results
Multiplicity = 1
ΔE to the lowest compared entry with this formula, charge and spin = 144.61 kJ/mol
Gap between HOMO and LUMO = 8.4530 eV
Calculated total energy = -8300.0053 eV
Total charge = 0
SMILES = C/C(N)=C/N.O

Each line ends with the Löwdin charge.
Cartesian coordinates (Å):
O 2.586 1.057 -1.689  -0.07
N 1.560 -0.676 0.518  0.01
N -0.484 1.234 -0.093  0.10
C 0.159 -1.009 0.526  -0.18
C -2.225 -0.379 0.241  -0.09
C -0.782 -0.111 0.144  -0.43
H 1.489 0.050 1.253  0.09
H 2.442 0.105 -1.713  0.02
H 2.184 -1.405 0.819  0.07
H 0.414 1.494 -0.416  0.04
H -2.809 -0.307 -0.750  0.11
H 2.279 1.334 -0.830  -0.01
H -0.175 -2.018 0.796  0.10
H -1.329 1.766 -0.233  0.09
H -2.517 -1.394 0.519  0.07
H -2.793 0.259 0.909  0.07

(6)
A cluster of 2 separate species, C3H10N2O in total in a non-equilibrium geometry. Source: OMol25; level of theory: ωB97M-V with the def2-TZVPD basis set.

Results
Multiplicity = 1
ΔE to the lowest compared entry with this formula, charge and spin = 198.47 kJ/mol
Gap between HOMO and LUMO = 9.7458 eV
Calculated total energy = -8299.4470 eV
Total charge = 0
SMILES = CC=O.NCN

Each line ends with the Löwdin charge.
Cartesian coordinates (Å):
O 0.124 1.113 -3.300  0.04
N 1.111 -2.052 1.156  -0.02
N -0.239 -0.054 1.607  -0.01
C -0.251 1.533 -0.924  -0.07
C -0.512 1.616 -2.408  -0.32
C -0.197 -1.343 0.997  -0.35
H -1.495 2.034 -2.681  0.11
H 0.398 0.609 1.218  0.03
H -0.277 -1.337 -0.099  0.10
H 0.784 1.497 -0.601  0.08
H 1.693 -2.416 1.889  0.05
H -0.957 -2.020 1.354  0.09
H 1.551 -2.289 0.282  0.04
H -0.165 -0.187 2.603  0.07
H -0.921 0.778 -0.504  0.06
H -0.649 2.519 -0.589  0.09

(7)
A cluster of 2 separate species, C3H10N2O in total in a non-equilibrium geometry. Source: OMol25; level of theory: ωB97M-V with the def2-TZVPD basis set.

Results
Multiplicity = 1
ΔE to the lowest compared entry with this formula, charge and spin = 169.13 kJ/mol
Gap between HOMO and LUMO = 10.0080 eV
Calculated total energy = -8299.7511 eV
Total charge = 0
SMILES = NC=O.CCN

Each line ends with the Löwdin charge.
Cartesian coordinates (Å):
O 2.038 0.428 1.191  -0.06
N 0.262 -0.115 -1.002  -0.07
N -0.041 -0.592 1.685  0.10
C -2.201 -0.079 -1.688  -0.15
C 1.197 -0.125 1.968  -0.34
C -0.832 0.554 -1.803  -0.34
H -0.843 1.682 -1.629  0.11
H 1.061 -0.014 -1.707  0.09
H 1.484 -0.415 2.977  0.12
H 0.836 0.197 -0.133  0.04
H -2.203 -1.143 -1.910  0.06
H -0.508 -0.743 0.735  0.11
H -2.541 0.028 -0.625  0.07
H -2.969 0.289 -2.394  0.07
H -0.511 0.409 -2.882  0.11
H -0.643 -0.872 2.405  0.07

(8)
A cluster of 2 separate species, C3H10N2O in total in a non-equilibrium geometry. Source: OMol25; level of theory: ωB97M-V with the def2-TZVPD basis set.

Results
Multiplicity = 1
ΔE to the lowest compared entry with this formula, charge and spin = 169.56 kJ/mol
Gap between HOMO and LUMO = 10.4390 eV
Calculated total energy = -8299.7467 eV
Total charge = 0
SMILES = NC=O.CCN

Each line ends with the Löwdin charge.
Cartesian coordinates (Å):
O -0.180 -2.631 0.591  0.01
N 1.095 0.860 0.518  -0.07
N 1.136 -1.641 -0.973  0.12
C 0.380 -2.601 -0.479  -0.46
C -1.318 1.809 0.166  -0.10
C -0.324 0.707 0.717  -0.35
H -1.283 1.982 -0.924  0.06
H 1.831 0.588 1.308  0.14
H -1.440 2.795 0.643  0.06
H 1.064 -0.651 -0.719  0.05
H 0.048 -3.230 -1.338  0.13
H -0.743 -0.248 0.261  0.09
H -0.655 0.583 1.706  0.08
H 1.282 1.876 0.276  0.09
H 1.442 -1.565 -1.890  0.07
H -2.335 1.368 0.135  0.07

(9)
A cluster of 2 separate species, C3H10N2O in total in a non-equilibrium geometry. Source: OMol25; level of theory: ωB97M-V with the def2-TZVPD basis set.

Results
Multiplicity = 1
ΔE to the lowest compared entry with this formula, charge and spin = 99.36 kJ/mol
Gap between HOMO and LUMO = 8.5174 eV
Calculated total energy = -8300.4743 eV
Total charge = 0
SMILES = CC=C(N)N.O

Each line ends with the Löwdin charge.
Cartesian coordinates (Å):
O 0.827 -2.023 1.761  -0.10
N -1.525 1.071 0.015  0.11
N -1.454 -1.189 -0.478  0.08
C -0.753 -0.028 -0.261  -0.55
C 0.557 0.060 -0.570  -0.17
C 1.407 1.285 -0.490  -0.12
H 1.090 -0.852 -0.830  0.10
H 1.501 -1.333 1.865  0.03
H -2.323 -0.991 -0.969  0.10
H -0.925 -1.893 -0.988  0.10
H 1.752 1.441 0.536  0.07
H -1.002 1.842 0.417  0.09
H 0.023 -1.555 1.364  0.03
H 0.867 2.177 -0.822  0.07
H 2.284 1.171 -1.133  0.07
H -2.325 0.816 0.585  0.10

(10)
A cluster of 2 separate species, C3H10N2O in total in a non-equilibrium geometry. Source: OMol25; level of theory: ωB97M-V with the def2-TZVPD basis set.

Results
Multiplicity = 1
ΔE to the lowest compared entry with this formula, charge and spin = 256.61 kJ/mol
Gap between HOMO and LUMO = 8.7085 eV
Calculated total energy = -8298.8445 eV
Total charge = 0
SMILES = [H]/N=C\NCC.O

Each line ends with the Löwdin charge.
Cartesian coordinates (Å):
O 2.368 -2.710 -0.042  -0.08
N -1.099 -0.313 2.264  -0.02
N -0.703 0.860 0.233  -0.02
C -0.445 -0.200 1.094  -0.26
C -0.812 1.753 -2.143  -0.05
C -0.011 1.012 -1.026  -0.24
H 0.472 0.112 -1.166  0.08
H -1.045 0.526 2.802  -0.01
H -1.630 2.254 -1.633  0.07
H -1.361 1.558 0.497  0.12
H -1.168 1.135 -2.939  0.06
H 0.444 -0.856 0.939  0.12
H 2.008 -3.177 0.724  0.04
H 0.854 1.668 -0.801  0.11
H 2.887 -3.264 -0.643  0.04
H -0.180 2.513 -2.473  0.04